Entry 1:
47
Properties=species:S:1:pos:R:3:forces:R:3:nbo_charge:R:1 method="wB97M-V/def2-TZVPD" relative_energy_kcal_mol=19.4 homo_ev=-9.64 smiles=C1CCOC1.C1CCOC1.CC(C)O.O.O.O homo_lumo_gap_ev=9.87
C -2.942 0.281 2.907 -1.59 0.15 -0.58 -0.429
C -1.648 0.616 3.555 1.71 1.62 -1.15 -0.468
C -1.097 -0.707 4.028 -0.63 -2.18 1.12 -0.080
O -2.067 -1.719 3.629 0.38 0.19 -0.57 -0.536
C -2.774 -1.164 2.542 -1.35 -0.34 1.26 -0.077
H -3.410 0.754 2.043 1.19 0.92 -0.39 0.233
H -3.800 0.383 3.572 0.22 -0.40 0.73 0.198
H -1.596 1.528 4.150 -0.39 -0.50 0.74 0.230
H -0.921 0.866 2.783 -0.13 0.33 -0.53 0.214
H -1.038 -1.009 5.074 0.43 1.08 0.33 0.201
H -0.141 -0.938 3.560 0.09 0.10 0.09 0.166
H -3.815 -1.474 2.626 0.17 -1.18 -0.76 0.193
H -2.286 -1.400 1.596 -0.14 0.23 -0.27 0.151
C -2.609 -0.437 -2.010 -0.78 -0.02 -1.62 -0.438
C -3.096 0.927 -2.656 0.92 -1.17 0.79 -0.428
C -2.890 1.858 -1.417 -0.32 0.26 -1.48 -0.085
O -2.090 1.166 -0.435 -1.64 1.54 0.01 -0.526
C -1.556 0.047 -1.066 1.18 -0.15 0.63 -0.073
H -2.252 -1.195 -2.707 0.30 0.34 -0.34 0.218
H -3.474 -0.936 -1.573 0.13 0.22 0.77 0.209
H -4.082 0.946 -3.119 -0.24 -0.26 0.62 0.217
H -2.448 1.183 -3.494 0.39 0.15 0.25 0.199
H -3.855 2.218 -1.059 0.07 -0.45 0.72 0.183
H -2.434 2.753 -1.839 0.69 0.18 0.59 0.172
H -1.160 -0.620 -0.300 -0.73 -0.41 0.19 0.178
H -0.610 0.383 -1.490 0.02 -0.21 -1.16 0.170
C 4.790 1.102 -2.965 2.83 0.05 -1.03 -0.621
C 4.368 0.087 -1.995 -3.19 1.46 0.04 0.088
C 3.431 0.813 -1.037 0.73 -0.73 1.76 -0.627
O 3.565 -0.811 -2.731 0.35 -2.61 -0.47 -0.754
H 5.436 0.555 -3.651 -0.12 0.18 -0.67 0.212
H 5.504 1.783 -2.501 -0.42 0.68 0.00 0.208
H 3.967 1.560 -3.513 0.13 0.14 0.30 0.207
H 5.188 -0.441 -1.508 -0.24 -0.14 -0.10 0.191
H 2.847 0.076 -0.486 -0.30 0.05 -0.13 0.201
H 2.794 1.562 -1.508 0.05 -0.20 -0.15 0.205
H 4.021 1.285 -0.251 -0.02 0.43 -0.02 0.217
H 2.700 -0.508 -3.016 0.18 0.73 0.46 0.473
O 1.016 -0.901 1.299 -0.16 0.04 -0.12 -0.954
H 0.226 -1.414 1.472 -0.25 -0.21 0.18 0.480
H 1.198 -1.045 0.371 0.20 -0.04 -0.45 0.494
O 2.500 -0.283 3.476 0.49 0.07 0.65 -0.962
H 2.081 -0.580 2.668 -0.18 -0.12 -0.47 0.489
H 1.922 0.404 3.808 -0.05 0.18 0.08 0.457
O 0.814 -2.143 -2.169 -0.18 0.31 0.19 -0.953
H 0.290 -2.886 -1.869 -0.19 -0.21 0.05 0.473
H 1.432 -2.522 -2.794 0.37 -0.09 -0.10 0.483

Entry 2:
45
Properties=species:S:1:pos:R:3:forces:R:3:nbo_charge:R:1 method="wB97M-V/def2-TZVPD" homo_ev=-8.01 homo_lumo_gap_ev=8.71
S 0.697 1.873 1.023 -0.31 1.19 -0.18 0.240
C 1.678 1.396 2.420 0.54 -0.35 0.00 -0.768
C -1.597 0.125 -2.533 0.29 -0.57 0.06 -1.149
C -0.997 2.743 -1.276 -0.01 0.77 -0.45 -1.166
C 1.205 1.404 -2.651 0.53 -0.95 1.22 -1.132
C -2.849 1.045 1.066 0.61 -0.10 0.15 -1.133
C -1.077 -0.692 2.894 0.26 0.37 -0.59 -1.128
C -2.127 -1.758 0.434 -0.41 -0.85 -0.68 -1.176
C 1.512 -2.319 1.218 -0.57 0.57 0.63 -1.143
C 3.139 -0.209 -0.198 -0.16 0.14 0.47 -1.147
C 0.941 -2.033 -1.584 0.14 1.05 -0.29 -1.129
C 0.142 0.385 0.197 -0.25 -1.24 -0.52 -1.602
Si -0.298 1.060 -1.544 -0.12 0.52 -0.22 1.779
Si -1.441 -0.218 1.097 0.15 0.66 0.39 1.776
Si 1.449 -1.002 -0.086 -0.39 0.25 0.05 1.757
H 2.692 1.180 2.066 -0.08 0.15 0.52 0.215
H 1.643 2.220 3.143 0.18 -0.21 -0.23 0.239
H 1.249 0.514 2.865 0.01 -0.22 0.35 0.222
H -1.393 0.441 -3.560 -0.01 -0.20 -0.13 0.243
H -2.625 0.426 -2.333 0.04 -0.04 0.28 0.243
H -1.510 -0.973 -2.464 -0.13 0.50 -0.20 0.240
H -1.672 2.825 -0.447 -0.47 0.02 0.23 0.241
H -1.510 3.045 -2.194 -0.10 0.03 0.04 0.235
H -0.215 3.478 -1.099 0.14 0.05 -0.04 0.246
H 1.937 1.923 -1.991 -0.23 -0.37 -0.59 0.242
H 1.031 2.016 -3.516 -0.44 0.43 -0.32 0.245
H 1.616 0.451 -3.016 0.26 0.39 0.13 0.226
H -3.505 0.810 1.904 -0.04 0.11 0.11 0.239
H -2.382 2.022 1.220 -0.44 0.04 0.10 0.241
H -3.462 1.041 0.161 0.26 0.04 -0.01 0.238
H -1.200 0.188 3.503 0.05 0.27 0.54 0.236
H -0.069 -1.078 3.004 0.12 0.00 0.14 0.230
H -1.750 -1.471 3.231 -0.29 -0.05 0.04 0.238
H -1.347 -2.497 0.309 0.06 -0.44 0.05 0.230
H -2.861 -2.130 1.155 0.03 -0.05 -0.15 0.245
H -2.607 -1.628 -0.530 -0.17 -0.05 -0.14 0.240
H 0.508 -2.666 1.454 -0.02 -0.15 0.05 0.235
H 2.051 -3.142 0.799 0.51 -0.64 -0.14 0.240
H 1.976 -1.994 2.148 0.13 -0.07 0.08 0.234
H 3.744 -0.664 -0.950 0.45 -0.32 -0.72 0.243
H 3.054 0.847 -0.405 -0.02 0.34 -0.23 0.246
H 3.707 -0.282 0.730 -0.15 -0.18 0.13 0.239
H 1.702 -2.769 -1.797 0.19 -0.35 0.00 0.242
H -0.008 -2.518 -1.386 -0.11 -0.21 -0.01 0.238
H 0.826 -1.415 -2.482 -0.04 -0.28 0.08 0.231

Entry 3:
48
Properties=species:S:1:pos:R:3:forces:R:3:lowdin_spin:R:1 method="wB97M-V/def2-TZVPD" relative_energy_kcal_mol=135.8 homo_ev="-13.38 / -13.43" s_squared=16.79 total_charge=+2 spin_multiplicity=8 homo_lumo_gap_ev="6.13 / 5.72"
C 1.189 1.972 -2.201 2.43 -2.31 -0.17 -0.003
I -1.741 2.927 -3.447 -0.55 1.46 -0.53 -0.822
H 1.424 2.934 -2.725 -0.99 -0.82 0.75 0.000
H 1.126 1.046 -2.842 0.88 1.92 0.41 0.000
H 1.936 1.682 -1.428 0.05 0.76 -0.82 -0.001
Gd -1.372 -0.094 1.564 2.18 3.55 -3.68 7.721
P -0.384 -0.991 -2.857 -1.65 0.21 -0.99 0.006
C -0.469 -2.761 -3.071 0.61 -0.37 0.53 0.000
C -1.965 -0.537 -3.789 1.96 2.08 0.74 -0.013
H -1.992 -0.783 -4.865 0.00 -0.52 0.66 -0.001
H 0.392 -0.959 -5.161 0.01 -0.07 -0.20 0.000
H -1.784 0.637 -3.797 -1.47 -2.77 0.21 -0.006
H 0.863 0.529 -4.273 -0.10 -0.46 -0.67 0.000
H -1.422 -3.104 -2.650 0.34 -0.21 -0.19 0.000
H -2.745 -0.972 -3.153 -0.46 0.73 -0.60 0.000
C 0.738 -0.556 -4.217 1.04 -0.14 0.51 0.002
H -0.398 -2.919 -4.141 -0.05 -0.73 -0.05 0.000
H 1.707 -1.002 -3.930 -0.07 0.26 -0.51 0.000
H 0.394 -3.163 -2.507 -0.50 -0.42 -0.51 0.000
P -0.159 2.339 2.099 -0.61 0.41 0.48 0.001
C -0.117 1.784 3.853 0.22 0.17 0.24 0.028
C 1.097 3.593 1.920 0.90 0.05 -0.34 -0.007
H -1.770 3.718 0.920 0.02 -0.15 0.51 0.000
H -1.610 4.232 2.644 -0.24 -0.38 -0.19 0.000
H -2.576 2.753 2.203 0.14 0.49 0.00 0.008
C -1.684 3.366 1.966 -0.03 -0.31 -0.13 0.008
H 1.061 3.919 0.867 0.12 0.03 0.42 0.000
H 0.938 4.455 2.594 0.03 -0.49 -0.29 -0.001
H -0.202 2.659 4.511 -0.10 -0.36 0.09 0.001
H 0.842 1.267 4.074 -0.53 0.29 -0.17 0.000
H 2.073 3.121 2.109 -0.17 0.41 -0.07 0.000
H -0.949 1.077 4.078 0.36 0.46 0.08 0.017
Cl -0.271 1.664 -1.318 -1.64 1.35 1.67 -0.123
C -1.955 -2.140 2.318 -0.29 0.16 1.00 0.059
C -0.381 -2.335 2.354 0.53 1.39 -1.26 0.023
O 0.285 -1.855 0.999 -1.40 -1.77 2.41 0.038
C 1.620 -2.460 0.699 1.39 1.15 -0.15 0.003
C 2.733 -2.120 1.726 0.11 0.88 -1.47 0.000
H -2.471 -1.152 2.869 0.73 -2.28 -1.11 0.040
H -2.467 -2.710 3.043 -0.16 -2.05 0.27 0.000
H -2.149 -2.391 1.236 -1.08 0.36 0.94 0.010
H 0.153 -1.731 3.085 -0.05 -0.38 0.55 0.009
H -0.338 -3.387 2.544 0.83 -0.61 -0.21 0.001
H 1.687 -3.513 0.488 -1.30 -0.70 0.40 0.000
H 1.852 -2.027 -0.298 -0.18 0.18 0.79 0.000
H 2.616 -2.395 2.743 -0.75 -0.54 0.98 0.000
H 3.700 -2.562 1.460 -0.39 -0.25 -0.42 0.000
H 2.944 -1.056 1.702 -0.13 0.36 0.09 0.000

Repeat the third record exactly.
48
Properties=species:S:1:pos:R:3:forces:R:3:lowdin_spin:R:1 method="wB97M-V/def2-TZVPD" relative_energy_kcal_mol=135.8 homo_ev="-13.38 / -13.43" s_squared=16.79 total_charge=+2 spin_multiplicity=8 homo_lumo_gap_ev="6.13 / 5.72"
C 1.189 1.972 -2.201 2.43 -2.31 -0.17 -0.003
I -1.741 2.927 -3.447 -0.55 1.46 -0.53 -0.822
H 1.424 2.934 -2.725 -0.99 -0.82 0.75 0.000
H 1.126 1.046 -2.842 0.88 1.92 0.41 0.000
H 1.936 1.682 -1.428 0.05 0.76 -0.82 -0.001
Gd -1.372 -0.094 1.564 2.18 3.55 -3.68 7.721
P -0.384 -0.991 -2.857 -1.65 0.21 -0.99 0.006
C -0.469 -2.761 -3.071 0.61 -0.37 0.53 0.000
C -1.965 -0.537 -3.789 1.96 2.08 0.74 -0.013
H -1.992 -0.783 -4.865 0.00 -0.52 0.66 -0.001
H 0.392 -0.959 -5.161 0.01 -0.07 -0.20 0.000
H -1.784 0.637 -3.797 -1.47 -2.77 0.21 -0.006
H 0.863 0.529 -4.273 -0.10 -0.46 -0.67 0.000
H -1.422 -3.104 -2.650 0.34 -0.21 -0.19 0.000
H -2.745 -0.972 -3.153 -0.46 0.73 -0.60 0.000
C 0.738 -0.556 -4.217 1.04 -0.14 0.51 0.002
H -0.398 -2.919 -4.141 -0.05 -0.73 -0.05 0.000
H 1.707 -1.002 -3.930 -0.07 0.26 -0.51 0.000
H 0.394 -3.163 -2.507 -0.50 -0.42 -0.51 0.000
P -0.159 2.339 2.099 -0.61 0.41 0.48 0.001
C -0.117 1.784 3.853 0.22 0.17 0.24 0.028
C 1.097 3.593 1.920 0.90 0.05 -0.34 -0.007
H -1.770 3.718 0.920 0.02 -0.15 0.51 0.000
H -1.610 4.232 2.644 -0.24 -0.38 -0.19 0.000
H -2.576 2.753 2.203 0.14 0.49 0.00 0.008
C -1.684 3.366 1.966 -0.03 -0.31 -0.13 0.008
H 1.061 3.919 0.867 0.12 0.03 0.42 0.000
H 0.938 4.455 2.594 0.03 -0.49 -0.29 -0.001
H -0.202 2.659 4.511 -0.10 -0.36 0.09 0.001
H 0.842 1.267 4.074 -0.53 0.29 -0.17 0.000
H 2.073 3.121 2.109 -0.17 0.41 -0.07 0.000
H -0.949 1.077 4.078 0.36 0.46 0.08 0.017
Cl -0.271 1.664 -1.318 -1.64 1.35 1.67 -0.123
C -1.955 -2.140 2.318 -0.29 0.16 1.00 0.059
C -0.381 -2.335 2.354 0.53 1.39 -1.26 0.023
O 0.285 -1.855 0.999 -1.40 -1.77 2.41 0.038
C 1.620 -2.460 0.699 1.39 1.15 -0.15 0.003
C 2.733 -2.120 1.726 0.11 0.88 -1.47 0.000
H -2.471 -1.152 2.869 0.73 -2.28 -1.11 0.040
H -2.467 -2.710 3.043 -0.16 -2.05 0.27 0.000
H -2.149 -2.391 1.236 -1.08 0.36 0.94 0.010
H 0.153 -1.731 3.085 -0.05 -0.38 0.55 0.009
H -0.338 -3.387 2.544 0.83 -0.61 -0.21 0.001
H 1.687 -3.513 0.488 -1.30 -0.70 0.40 0.000
H 1.852 -2.027 -0.298 -0.18 0.18 0.79 0.000
H 2.616 -2.395 2.743 -0.75 -0.54 0.98 0.000
H 3.700 -2.562 1.460 -0.39 -0.25 -0.42 0.000
H 2.944 -1.056 1.702 -0.13 0.36 0.09 0.000